{
  "formula": "C44H52BrN4OS4TaTe",
  "method": "ωB97M-V with the def2-TZVPD basis set",
  "species": ["Ta", "C", "C", "C", "C", "C", "C", "C", "C", "N", "C", "C", "C", "C", "N", "C", "C", "C", "C", "C", "C", "C", "C", "H", "H", "H", "H", "H", "H", "H", "H", "H", "H", "H", "H", "H", "H", "H", "H", "H", "H", "H", "H", "H", "H", "H", "H", "O", "C", "S", "C", "C", "S", "S", "S", "N", "N", "H", "H", "H", "H", "C", "C", "C", "C", "C", "C", "Te", "C", "C", "C", "H", "H", "H", "H", "H", "H", "H", "H", "H", "H", "H", "C", "C", "C", "C", "C", "C", "H", "H", "H", "H", "H", "H", "H", "H", "H", "Br", "C", "C", "C", "C", "C", "C", "H", "H", "H", "H"],
  "coordinates": [[-0.428, 0.064, 0.031], [-0.885, -3.232, 2.512], [0.348, -3.631, 1.758], [0.539, -4.973, 1.434], [1.641, -5.390, 0.714], [2.589, -4.460, 0.312], [2.430, -3.113, 0.598], [3.437, -2.098, 0.139], [1.299, -2.719, 1.313], [1.153, -1.297, 1.531], [1.604, -0.834, 2.628], [2.162, -1.651, 3.751], [1.669, 0.665, 2.777], [2.300, 1.221, 4.017], [1.253, 1.352, 1.793], [1.541, 2.766, 1.778], [2.750, 3.112, 1.156], [3.741, 2.051, 0.768], [3.038, 4.455, 0.969], [2.165, 5.435, 1.417], [1.030, 5.068, 2.111], [0.703, 3.730, 2.330], [-0.493, 3.415, 3.179], [-1.113, -3.971, 3.279], [-1.744, -3.185, 1.837], [-0.802, -2.255, 2.982], [-0.204, -5.692, 1.757], [1.767, -6.436, 0.467], [3.463, -4.779, -0.241], [4.251, -2.583, -0.399], [3.873, -1.546, 0.975], [2.967, -1.364, -0.521], [2.068, -2.715, 3.557], [1.630, -1.406, 4.672], [3.215, -1.414, 3.911], [1.709, 0.938, 4.890], [2.358, 2.305, 3.970], [3.302, 0.818, 4.161], [3.282, 1.277, 0.155], [4.153, 1.563, 1.656], [4.578, 2.489, 0.225], [3.965, 4.730, 0.481], [2.385, 6.481, 1.251], [0.373, 5.830, 2.512], [-0.599, 4.179, 3.950], [-0.411, 2.450, 3.672], [-1.408, 3.395, 2.590], [-5.895, -2.255, 0.780], [-4.863, -1.652, 0.809], [-3.964, -1.124, -0.637], [-2.628, -0.343, 0.150], [-2.713, -0.372, 1.490], [-1.347, 0.320, 2.346], [-4.038, -1.139, 2.314], [-0.399, -2.118, -1.056], [-2.182, -0.333, -3.092], [-1.544, 0.603, -2.223], [-2.998, 0.092, -3.520], [-2.476, -1.135, -2.546], [-2.209, 1.231, -1.786], [-0.898, 1.148, -2.787], [0.436, -8.287, -4.642], [0.470, -6.838, -4.246], [1.657, -6.224, -3.877], [1.716, -4.877, -3.534], [3.060, -4.312, -3.162], [0.536, -4.117, -3.573], [0.644, -2.041, -3.221], [-0.679, -4.722, -3.931], [-1.996, -3.997, -3.944], [-0.687, -6.074, -4.256], [1.370, -8.788, -4.393], [0.278, -8.391, -5.717], [-0.377, -8.814, -4.142], [2.569, -6.810, -3.851], [3.719, -5.114, -2.828], [2.981, -3.564, -2.376], [3.537, -3.828, -4.017], [-1.877, -2.916, -3.908], [-2.598, -4.300, -3.084], [-2.558, -4.248, -4.845], [-1.629, -6.539, -4.527], [4.560, 0.287, -2.500], [3.288, 1.034, -2.919], [2.949, 0.664, -4.368], [3.510, 2.552, -2.840], [2.178, 0.680, -2.014], [1.279, 0.495, -1.215], [5.376, 0.546, -3.177], [4.401, -0.791, -2.548], [4.860, 0.547, -1.485], [3.744, 1.017, -5.027], [2.011, 1.124, -4.681], [2.860, -0.416, -4.484], [4.354, 2.837, -3.471], [3.716, 2.870, -1.818], [2.625, 3.087, -3.188], [-1.740, 6.855, -0.666], [-1.374, 4.998, -0.566], [-2.321, 4.138, -0.041], [-2.025, 2.784, 0.054], [-0.794, 2.239, -0.361], [0.117, 3.160, -0.889], [-0.157, 4.516, -1.003], [-3.274, 4.517, 0.303], [-2.784, 2.139, 0.478], [1.083, 2.817, -1.228], [0.584, 5.193, -1.407]],
  "homo_energy_ev": -6.994,
  "e_above_lowest_kcal_mol": 32.3
}